ORCA calculation (the ωB97M-V functional and the def2-TZVPD basis) on a 2-piece molecular cluster, C2H3BrCl2Si overall.

Calculated values
HOMO level (alpha / beta) in eV: -10.55 / -7.06
Total charge: 0
Gap between HOMO and LUMO (alpha / beta) in eV: 10.061 / 3.247
Energy relative to the best compared isomer or geometry (same formula, charge and spin) in kJ/mol: 440.6
Strongest force on any atom in eV/A: 3.320

```
9
Properties=species:S:1:pos:R:3:mulliken_charge:R:1
Br 3.56 -1.25 0.13 0.00
Cl -3.13 0.01 1.20 -0.20
Cl -3.35 -2.04 -1.33 -0.17
Si -2.60 -1.81 0.49 0.41
C -0.90 -2.50 1.17 -0.25
C 0.00 -1.68 1.74 -0.60
H 0.90 -2.02 2.29 0.33
H -0.28 -0.59 1.73 0.12
H -0.57 -3.46 0.81 0.37
```

ORCA calculation (the ωB97M-V functional and the def2-TZVPD basis) on C2H4NPS in the gas phase.

Calculated values
HOMO level (alpha / beta) in eV: -8.52 / -8.52
Total charge: 0
Gap between HOMO and LUMO (alpha / beta) in eV: 7.632 / 7.633
Energy relative to the best compared isomer or geometry (same formula, charge and spin) in kJ/mol: 145.1
Strongest force on any atom in eV/A: 8.166

```
9
Properties=species:S:1:pos:R:3:mulliken_charge:R:1
S 1.12 -3.69 0.94 -0.33
P 1.50 -1.81 0.93 0.10
N 0.26 -0.94 0.37 -0.18
C -0.46 0.33 0.43 0.11
C -0.38 1.22 -0.72 -0.85
H -1.37 1.83 -1.00 0.27
H 0.50 1.96 -0.73 0.26
H -0.05 0.61 -1.57 0.31
H -1.12 0.50 1.36 0.31
```

ORCA calculation (the ωB97M-V functional and the def2-TZVPD basis) on a 2-piece molecular cluster, C5H14N2O overall.

Calculated values
HOMO level in eV: -8.06
Total charge: 0
Gap between HOMO and LUMO in eV: 8.874
Energy relative to the best compared isomer or geometry (same formula, charge and spin) in kJ/mol: 177.1
Strongest force on any atom in eV/A: 0.868

```
22
Properties=species:S:1:pos:R:3:mulliken_charge:R:1
O 2.78 -1.79 0.53 -0.64
N 1.02 2.37 -0.73 -0.73
N -1.77 -2.70 0.36 -0.60
C -0.20 1.36 1.21 -1.29
C 0.49 1.13 -0.16 0.99
C -1.33 -0.61 -0.79 -0.46
C -0.99 -1.57 0.07 -0.03
C -0.44 0.52 -1.21 -0.64
H -2.74 -2.61 0.09 0.24
H 1.35 0.47 -0.04 -0.45
H 0.17 0.29 -2.09 0.29
H -1.21 1.71 1.01 0.28
H -1.06 1.36 -1.57 0.33
H -2.30 -0.73 -1.26 0.22
H 3.04 -0.87 0.45 0.29
H -0.30 0.42 1.75 0.36
H 0.36 2.11 1.76 0.40
H -1.75 -2.96 1.34 0.22
H 1.73 2.77 -0.12 0.25
H 2.87 -2.17 -0.35 0.32
H 0.30 3.10 -0.76 0.26
H 0.00 -1.59 0.52 0.37
```

ORCA calculation (the ωB97M-V functional and the def2-TZVPD basis) on a 11-piece molecular cluster, H22O11 overall.

Calculated values
HOMO level in eV: -10.30
Total charge: 0
Gap between HOMO and LUMO in eV: 10.317
Energy relative to the best compared isomer or geometry (same formula, charge and spin) in kJ/mol: 131.4
Strongest force on any atom in eV/A: 2.914

```
33
Properties=species:S:1:pos:R:3:mulliken_charge:R:1
O 0.05 3.79 -2.11 -0.66
O -0.58 0.22 -0.30 -0.56
O 1.63 -1.05 2.44 -0.69
O -1.11 -1.20 2.70 -0.71
O -0.56 -1.96 -2.20 -0.69
O 1.22 -1.82 -0.09 -0.75
O -0.91 1.08 4.08 -0.73
O 0.31 1.69 1.83 -0.74
O -2.18 -2.12 -0.13 -0.60
O 1.12 1.31 -2.01 -0.71
O 0.54 -0.24 -4.25 -0.70
H -0.07 -0.30 -4.98 0.32
H 0.03 -0.67 -3.51 0.39
H 1.58 -1.28 1.53 0.46
H -0.10 -2.64 -1.71 0.34
H -1.17 -1.68 -1.52 0.32
H -2.82 -2.82 0.03 0.25
H 2.03 1.23 -2.08 0.24
H 1.88 -1.57 -0.75 0.32
H -0.41 0.72 0.50 0.39
H -0.57 1.76 4.70 0.32
H 0.53 -1.20 -0.28 0.45
H -2.15 -1.54 0.60 0.30
H 0.23 2.89 -2.30 0.34
H 1.78 -1.96 2.68 0.29
H 0.82 0.96 -2.84 0.45
H 1.07 1.73 2.39 0.32
H -0.53 1.39 3.24 0.46
H -0.86 3.81 -1.80 0.30
H -0.21 -1.35 2.41 0.34
H -1.15 -0.37 3.25 0.41
H 0.46 2.49 1.35 0.25
H 0.07 0.71 -0.86 0.30
```

ORCA calculation (the ωB97M-V functional and the def2-TZVPD basis) on C4H8N2 in the gas phase.

Calculated values
HOMO level in eV: -10.37
Total charge: 0
Gap between HOMO and LUMO in eV: 11.290
Energy relative to the best compared isomer or geometry (same formula, charge and spin) in kJ/mol: 20.3
Strongest force on any atom in eV/A: 1.094

```
14
Properties=species:S:1:pos:R:3:mulliken_charge:R:1
N 1.55 -1.81 -1.25 -0.44
N -0.90 -1.42 1.19 -0.64
C 0.40 1.57 -0.81 -1.18
C -0.53 0.71 0.04 -0.50
C 0.93 -1.25 -0.45 0.12
C 0.12 -0.57 0.59 0.29
H -0.90 1.27 0.90 0.29
H -0.08 2.51 -1.07 0.36
H -0.48 -2.26 1.59 0.27
H 0.67 1.06 -1.74 0.35
H -1.55 -1.74 0.47 0.27
H -1.40 0.42 -0.56 0.28
H 1.33 1.80 -0.28 0.30
H 0.82 -0.29 1.39 0.23
```

ORCA calculation (the ωB97M-V functional and the def2-TZVPD basis) on C22H36N7O4PtSSi as an isolated structure.

Calculated values
HOMO level in eV: -16.59
Total charge: +3
Gap between HOMO and LUMO in eV: 6.510
Energy relative to the best compared isomer or geometry (same formula, charge and spin) in kJ/mol: 0.0
Strongest force on any atom in eV/A: 0.681

```
72
Properties=species:S:1:pos:R:3:mulliken_charge:R:1
Pt 0.70 -0.28 1.22 3.70
S 0.83 1.98 0.85 -0.61
Si 1.32 4.05 -2.11 0.12
O 4.43 -0.66 2.54 -0.51
O -3.90 4.44 -1.97 -0.49
O -4.85 0.49 -1.57 -0.57
O 2.64 -0.40 1.23 -1.22
N -4.11 2.51 -0.80 -0.15
N 1.21 -5.27 1.07 -0.02
N 2.38 -0.44 3.51 -0.26
N 0.91 -2.74 1.12 -0.45
N -1.36 -0.25 1.21 -0.20
N 1.06 0.00 3.26 -0.56
N 0.80 0.07 -0.76 -0.61
C 0.99 -3.28 2.50 -0.39
C 1.23 4.86 -0.43 -1.15
C 1.19 1.35 -3.12 -0.06
C -0.06 4.61 -3.22 -0.88
C 2.17 -3.10 0.41 -0.40
C -3.40 -1.06 2.15 -0.96
C -3.46 0.46 0.31 0.22
C 0.84 -0.66 -1.89 -0.27
C -2.02 -0.99 2.12 -0.05
C -4.13 -0.36 1.22 -0.31
C 0.95 1.41 -0.81 0.52
C 2.94 4.36 -2.95 -1.07
C 1.12 -4.82 2.50 -0.98
C -4.22 1.17 -0.79 0.11
C 2.39 -4.63 0.41 -0.89
C -0.05 -4.91 0.34 -1.02
C 1.14 2.13 -1.97 0.40
C -0.24 -3.38 0.43 -0.29
C 3.26 -0.47 2.41 0.53
C 1.04 -0.04 -3.09 -1.58
C -2.08 0.49 0.34 -0.41
C -4.77 3.35 -1.79 -0.44
H -3.88 -1.68 2.90 0.49
H -5.21 -0.43 1.18 0.59
H -1.05 4.51 -2.77 0.20
H 2.08 4.60 0.21 0.38
H 0.10 5.67 -3.44 0.37
H 3.07 5.44 -3.06 0.36
H 3.28 -4.91 0.97 0.33
H 1.33 -6.28 1.05 0.31
H -3.66 3.00 -0.04 0.26
H 0.26 -5.31 2.95 0.35
H 2.11 -2.72 -0.61 0.47
H 2.48 -5.03 -0.60 0.33
H 1.27 5.94 -0.59 0.41
H 0.05 -5.25 -0.69 0.33
H 2.80 -0.17 4.39 0.30
H 3.00 -2.60 0.89 0.41
H 0.70 -1.72 -1.81 0.49
H 3.79 3.98 -2.38 0.36
H -1.15 -3.15 0.99 0.50
H 1.85 -2.83 2.99 0.57
H -0.06 4.07 -4.17 0.38
H 1.08 -0.63 -4.00 0.47
H -1.42 -1.53 2.83 0.31
H -0.35 -2.95 -0.56 0.31
H -5.75 3.66 -1.44 0.37
H -0.87 -5.46 0.80 0.37
H 2.98 3.91 -3.95 0.36
H 0.96 1.00 3.45 0.40
H 1.36 1.84 -4.08 0.46
H -4.89 2.75 -2.70 0.31
H -4.41 5.20 -2.28 0.32
H 0.43 -0.50 3.88 0.40
H 0.09 -2.99 3.04 0.31
H 2.01 -5.16 3.01 0.36
H 0.31 4.65 0.11 0.36
H -1.54 1.10 -0.37 0.92
```

ORCA calculation (the ωB97M-V functional and the def2-TZVPD basis) on C19H14N8SeSm as an isolated structure.

Calculated values
⟨S²⟩: 8.7599
HOMO level (alpha / beta) in eV: -16.86 / -16.87
Total charge: +3
Gap between HOMO and LUMO (alpha / beta) in eV: 5.575 / 6.390
Strongest force on any atom in eV/A: 0.754
2S+1: 6

```
43
Properties=species:S:1:pos:R:3:mulliken_charge:R:1
Sm 0.57 1.47 0.14 1.58
Se 3.33 -1.03 2.03 0.50
N -2.01 -0.45 -3.37 0.07
N 2.36 0.06 0.97 -0.51
N -1.01 0.25 1.26 0.18
N -1.67 -0.78 0.62 -0.92
N 0.30 2.28 2.49 -0.27
N -1.04 0.31 -1.39 -0.32
N 2.57 0.96 -1.16 -0.48
N 4.58 -1.25 0.85 -0.63
C -3.73 -3.76 -1.53 -0.83
C -0.21 2.85 5.16 -0.27
C 3.33 1.04 -2.25 -0.34
C 0.69 3.61 4.44 -0.82
C -2.43 -1.74 -1.40 0.64
C -0.58 1.54 3.20 0.87
C -0.86 1.79 4.52 -0.78
C -1.27 0.39 -2.69 -0.32
C -3.01 -2.85 -0.78 -0.31
C -1.26 0.45 2.49 -0.32
C 0.91 3.29 3.11 0.06
C 3.06 0.17 -0.16 0.81
C -3.89 -3.56 -2.90 -0.42
C 4.29 -0.54 -0.23 0.73
C -1.69 -0.72 -0.67 0.46
C 5.07 -0.42 -1.42 -0.36
C 4.57 0.37 -2.41 -0.57
C -3.34 -2.47 -3.53 -0.93
C -2.61 -1.57 -2.77 0.41
H -4.47 -4.28 -3.48 0.44
H 2.96 1.67 -3.05 0.47
H 1.61 3.87 2.53 0.44
H -3.47 -2.32 -4.60 0.41
H -1.99 -0.18 3.01 0.46
H -2.88 -2.98 0.29 0.48
H -2.15 -0.29 -4.36 0.27
H -1.57 1.17 5.05 0.44
H 6.01 -0.94 -1.51 0.52
H 5.11 0.51 -3.33 0.42
H -0.83 1.20 -3.25 0.39
H -0.41 3.06 6.20 0.48
H 1.21 4.44 4.89 0.42
H -4.17 -4.62 -1.05 0.45
```

Q: Among the records above, which one has the highest strongest force on any atom?
A: C2H4NPS